This record from OMol25 describes a structure of composition C19H10AlF5N3O3S. The level of theory is the ωB97M-V functional and the def2-TZVPD basis.

XYZ file:
```
42
Properties=species:S:1:pos:R:3:nbo_charge:R:1
Al -0.481 -0.946 0.995 2.05
O 3.938 -0.588 -5.375 -0.62
C 3.508 0.342 -4.531 0.75
O 3.519 1.508 -4.783 -0.48
C 2.968 -0.060 -3.176 -0.07
C 1.605 -0.290 -3.015 -0.16
C 1.094 -0.421 -1.740 -0.22
C 1.930 -0.337 -0.630 0.15
C 3.302 -0.171 -0.788 -0.22
C 3.811 -0.023 -2.063 -0.13
N 1.298 -0.418 0.649 -0.66
C 1.852 -0.117 1.777 0.21
C 1.059 -0.204 3.008 0.11
C 1.569 0.084 4.248 -0.14
C 0.723 -0.011 5.358 -0.05
C -0.595 -0.394 5.180 -0.19
C -1.050 -0.673 3.903 0.14
N -0.243 -0.580 2.835 -0.69
H 3.905 -1.490 -5.028 0.50
H 0.953 -0.328 -3.878 0.26
H 0.022 -0.577 -1.595 0.17
H 3.983 -0.165 0.054 0.24
H 4.874 0.137 -2.196 0.27
H 2.886 0.209 1.833 0.26
H 2.607 0.371 4.356 0.28
H 1.101 0.215 6.348 0.28
H -1.272 -0.482 6.019 0.29
H -2.072 -0.985 3.731 0.24
F -4.987 3.065 -1.996 -0.17
C -4.349 2.055 -1.530 0.47
C -3.130 2.293 -0.829 0.31
F -2.695 3.511 -0.680 -0.21
C -2.474 1.213 -0.345 0.34
F -1.301 1.313 0.305 -0.28
C -2.972 -0.103 -0.527 0.06
S -2.199 -2.654 0.052 1.45
C -4.179 -0.310 -1.239 0.41
F -4.586 -1.546 -1.384 -0.23
C -4.869 0.764 -1.739 0.29
F -5.984 0.613 -2.394 -0.21
O -0.865 -2.748 0.819 -0.97
N -2.208 -1.069 -0.012 -0.82
```

Largest force on an atom: 0.011 Eh/bohr
HOMO-LUMO gap: 3.7 eV
Charge: +3
Energy above the lowest of the compared OMol25 structures with the same formula, charge and spin: 1.4 kcal/mol